Formula: C43H49InN4O2S4
Source: OMol25
Level of theory: ωB97M-V with the def2-TZVPD basis set

```
103
C43H49InN4O2S4 | OMol25 | ωB97M-V with the def2-TZVPD basis set
C 4.05 1.07 2.84
C -0.39 2.46 0.64
H -0.01 -3.32 4.30
C 0.88 -2.78 -1.72
H -3.95 -1.87 3.00
C 1.45 -3.92 -2.46
H 5.19 1.85 0.44
C -1.37 3.57 -2.46
H -1.86 4.82 -4.14
H -3.34 -5.82 1.47
C 4.24 1.75 -0.11
C -3.43 -2.55 2.34
C 2.57 -6.07 -3.90
C 2.17 -0.99 2.92
C 4.19 0.07 3.79
H -3.67 3.69 2.65
C 0.35 2.21 -3.81
H 1.45 -2.66 5.08
O -1.95 -0.84 1.49
H 4.05 -2.28 -3.98
N 0.71 0.35 1.37
H 4.01 3.76 1.81
N -0.12 -3.12 -0.88
H -0.47 3.52 0.88
H 0.48 -2.00 2.26
H 0.95 -7.24 -3.08
C -3.77 -3.90 2.33
S -4.26 -0.15 -2.71
S -3.16 -1.68 -3.54
C 3.10 3.55 1.22
H 4.28 2.41 -0.98
C -1.80 -2.93 0.60
C -2.43 -2.09 1.50
H 1.32 2.29 -4.32
C -2.22 4.40 -3.20
C -2.12 -4.27 0.61
H 2.15 1.95 0.19
C 0.86 -5.21 -2.43
H -0.04 -5.35 -1.85
S -3.67 -0.26 -0.75
H 0.10 -1.57 4.67
H 0.40 1.35 -3.15
H 3.10 4.21 0.34
C 1.16 3.64 -1.93
C 2.59 -3.74 -3.26
H -3.33 0.46 2.37
H -0.42 2.01 -4.55
C 1.46 -1.47 -1.90
C 3.27 -0.97 3.77
C 1.28 -2.20 2.95
H 0.92 4.45 -1.23
N -1.00 2.02 -0.58
H 3.41 -1.81 4.46
C 3.04 2.09 0.79
C -3.10 -4.77 1.47
H -4.14 5.35 -3.35
O 1.06 -0.43 -1.38
H -4.55 -4.26 2.99
H 1.42 -4.34 2.49
H -5.44 2.02 -0.15
H -5.41 2.28 1.61
N -0.81 -2.31 -0.26
H 2.46 -3.30 1.48
C -3.62 2.96 0.60
C -3.11 3.38 -0.77
H 2.12 3.88 -2.42
C -3.91 4.24 -1.52
C 1.91 0.13 2.03
C 0.39 1.74 1.45
H 4.81 1.85 2.77
C -2.30 0.11 2.50
H 3.01 -6.90 -4.45
H 2.23 3.80 1.83
H -1.59 -4.93 -0.06
S -1.25 -0.96 -3.37
C -1.84 2.96 -1.27
H 4.16 0.72 -0.46
C 0.67 -2.45 4.33
H 0.85 2.32 2.25
C 3.13 -4.82 -3.97
H 3.08 -0.38 -2.83
C -5.14 2.72 0.64
C -3.28 4.01 1.67
H 5.02 0.08 4.49
C 0.07 3.47 -3.00
H -5.70 3.66 0.53
C 2.06 -3.44 2.50
H 0.16 4.31 -3.68
H -2.21 4.16 1.76
C 1.42 -6.26 -3.12
H -4.88 4.54 -1.14
H 4.02 -4.65 -4.57
H -3.11 2.04 0.85
C -3.49 4.72 -2.76
In -1.03 -0.13 -0.84
H -3.75 4.98 1.42
H -2.17 -0.32 3.49
H 1.29 2.73 -1.35
H -1.61 0.94 2.38
C 2.65 -1.37 -2.73
C 3.17 -2.42 -3.36
H 2.91 -3.64 3.17
C 2.97 1.10 1.95
```

Values from the calculation:
Total charge ... -2

Formula: C43H50Br2Cl3NOP3RbS2
Source: OMol25
Level of theory: ωB97M-V with the def2-TZVPD basis set

```
106
C43H50Br2Cl3NOP3RbS2 | OMol25 | ωB97M-V with the def2-TZVPD basis set
H -1.42 5.86 0.13
C 1.91 3.15 2.85
H 2.10 4.14 2.50
C -0.32 3.79 3.55
C 0.44 2.70 2.76
H -2.60 -0.87 -5.26
C 0.33 0.76 -5.33
H 0.19 -2.50 6.29
H 0.38 4.62 1.12
C -2.26 2.80 -4.78
H 2.22 3.12 3.89
C -2.38 1.41 2.37
Br -5.40 -1.96 -0.01
H -1.75 1.38 3.25
H -1.42 0.86 -6.80
Cl 3.23 -1.35 -3.11
C -2.54 1.84 -0.07
C 2.14 -5.78 -3.37
H -0.39 -2.03 -4.68
H -3.20 -0.89 0.85
C -3.76 1.14 2.45
C -3.51 -1.51 -0.06
Rb 0.37 -1.14 0.24
S 3.27 -0.15 3.39
C 1.06 -2.00 6.78
H 1.65 3.70 -0.82
C -3.83 4.02 -3.52
H -4.21 0.82 3.33
H 1.84 -6.11 2.64
H -4.61 1.81 -0.71
H 0.30 1.72 3.20
C -1.57 -0.56 -3.42
Cl 0.29 -5.54 -1.42
H 5.66 -4.68 4.12
O 1.52 -2.87 -1.31
C 1.98 -1.22 6.03
P 1.96 -1.37 4.21
C 2.86 -3.12 -3.20
C -3.40 3.46 -2.35
C 2.37 -1.60 8.78
C -1.75 2.24 -3.60
C 1.94 -3.60 -2.24
C 3.07 -5.25 -4.28
C 1.24 -2.19 8.12
H -3.46 -1.48 -3.87
H -0.08 4.77 3.17
C 1.13 2.08 -5.46
C 2.44 -5.36 3.16
C 3.31 -0.89 8.06
H 1.06 -0.02 -5.08
C 4.57 -4.50 3.90
H -1.40 3.59 3.56
C 1.87 -4.11 3.46
C 3.11 -0.70 6.65
C 3.77 -5.55 3.40
H -0.50 -0.67 -6.65
H 0.34 2.88 -5.49
H 0.24 3.48 -1.78
H -3.71 4.22 -5.67
S 0.00 -1.37 3.55
H -1.70 2.51 -5.67
H -3.35 -0.92 -0.92
H 4.59 -2.50 4.67
C 1.58 -4.96 -2.42
H 4.15 -0.35 8.62
H 3.98 -3.47 -5.00
H -3.46 0.27 -4.18
H 1.61 2.09 -6.41
H -3.92 3.77 -1.44
P -0.43 0.88 -3.61
H 0.06 3.76 4.58
H -2.04 4.44 -0.71
C -1.78 1.84 1.19
H 0.11 -1.93 -2.96
H -5.57 1.21 1.30
H 2.46 -1.65 9.83
Cl 3.71 -6.31 -5.54
C 2.63 -3.08 4.00
H -4.54 4.79 -3.39
H 1.86 -6.81 -3.46
C -2.89 -0.65 -4.24
C 4.01 -3.30 4.26
C -0.78 -1.90 -3.60
H 0.88 -3.86 3.11
C -1.53 4.75 0.17
C -0.42 0.40 -6.61
C -3.30 3.73 -4.81
H 0.51 -2.73 8.71
C -3.95 1.70 0.09
H 2.51 2.40 2.34
H -1.79 -0.49 -2.35
H 3.84 -0.08 6.18
H 4.35 -6.42 3.08
C 3.43 -3.91 -4.21
C 0.66 4.17 -1.00
H 0.19 0.71 -7.50
H -1.40 -2.82 -3.41
H -2.25 4.52 1.03
Br -2.39 -3.05 -0.26
C -0.16 4.09 0.31
P -0.02 2.37 1.00
C -4.51 1.32 1.27
N -1.82 2.00 -1.21
H 1.73 2.26 -4.57
H 0.79 5.21 -1.35
C -2.35 2.54 -2.32
```

Values from the calculation:
Total charge ... -2

What did we get for orbital gap? Answer: 0.1786 0.2048 Ha, in the order shown.
What did we get for ΔE to the lowest compared entry with this formula, charge and spin? Answer: 0.082 0.000 eV, in the order shown.
What did we get for LUMO? Answer: 0.1569 0.1366 hartree, in the order shown.